A:
C4H10NP | ωB97M-V/def2-TZVPD

Atoms and positions in Å:
P 0.46 -1.51 0.10
N -0.52 -0.34 0.90
C -0.33 -1.47 -2.97
C -1.17 -0.62 2.23
C 1.32 1.41 0.31
C 0.87 0.07 0.96
H 1.10 2.18 1.08
H 2.29 1.36 -0.05
H 1.30 -0.13 1.88
H -1.31 -1.93 -3.14
H 0.79 1.56 -0.62
H -0.35 -0.95 2.89
H 0.41 -2.26 -2.68
H -1.83 0.40 2.46
H -0.20 -0.38 -2.98
H -1.96 -1.32 2.20

E_LUMO (spin up / spin down), eV: 0.33 / -0.30
HOMO (spin up / spin down), eV: -7.4 / -8.5
Gap between HOMO and LUMO (spin up / spin down), eV: 7.8 / 8.2

---

B:
C4H10NP | ωB97M-V/def2-TZVPD

Atoms and positions in Å:
P -2.12 -0.65 0.16
N 0.23 0.72 0.27
C 1.41 -1.47 -0.11
C 2.60 0.77 0.05
C -3.24 0.75 -0.42
C 1.26 0.03 0.16
H -3.03 -0.62 1.26
H -3.36 1.45 0.48
H 1.82 -1.56 -1.09
H 0.43 -1.96 0.01
H -4.14 0.25 -0.55
H 2.89 0.82 -0.95
H -2.96 1.41 -1.19
H 2.16 -1.83 0.60
H 3.45 0.26 0.68
H 2.62 1.63 0.62

E_LUMO (spin up / spin down), eV: -0.18 / 0.00
HOMO (spin up / spin down), eV: -8.6 / -7.7
Gap between HOMO and LUMO (spin up / spin down), eV: 8.5 / 7.7

---

C:
C4H10NP | ωB97M-V/def2-TZVPD

Atoms and positions in Å:
P 0.68 1.16 1.10
N -0.77 0.36 1.48
C -0.13 -0.71 -1.93
C 1.38 -0.22 -2.20
C 1.08 -1.45 -1.45
C -1.76 0.97 2.50
H -2.75 0.73 2.28
H 1.37 0.00 0.82
H -1.67 0.51 3.45
H -0.67 -0.64 1.62
H -0.43 -0.05 -1.17
H -1.61 2.11 2.48
H 1.83 -0.18 -3.26
H 1.60 0.68 -1.69
H 1.42 -2.39 -1.53
H -0.71 -0.96 -2.80

E_LUMO (spin up / spin down), eV: -0.02 / 0.20
HOMO (spin up / spin down), eV: -8.1 / -7.0
Gap between HOMO and LUMO (spin up / spin down), eV: 8.1 / 7.2

---

The most stable of them is B.

---

A:
C4H13NP | ωB97M-V/def2-TZVPD

Atoms and positions in Å:
P -1.80 0.79 0.90
N -0.84 -0.48 0.12
C 1.54 0.39 0.53
C -0.84 -1.66 0.93
C -0.88 -0.57 -1.26
C 1.76 1.26 -0.61
H -0.81 -1.31 1.94
H 0.05 -0.94 -1.48
H -0.68 1.24 1.78
H 2.73 1.73 -0.61
H -1.51 1.63 -0.07
H 2.19 -0.47 0.67
H -0.07 -2.45 0.58
H 1.20 2.17 -0.64
H 0.90 0.83 1.31
H -1.80 -2.14 0.65
H 1.47 0.65 -1.43
H -0.93 0.51 -1.69
H -1.69 -1.20 -1.61

E_LUMO (spin up / spin down), eV: -5.70 / -6.33
Net charge: +1
HOMO (spin up / spin down), eV: -13.4 / -13.1
Gap between HOMO and LUMO (spin up / spin down), eV: 7.7 / 6.7

---

B:
C4H13NP | ωB97M-V/def2-TZVPD

Atoms and positions in Å:
P 0.07 -1.26 -0.25
N -0.82 0.02 -0.70
C 3.29 0.20 0.22
C -1.69 0.75 0.18
C -0.78 0.64 -2.06
C 2.29 -0.21 0.96
H -2.74 -2.01 2.25
H -0.91 1.71 -2.05
H -1.55 1.82 0.19
H 0.22 0.52 -2.53
H -2.03 -1.94 1.91
H -1.48 0.02 -2.70
H 2.20 -1.11 1.64
H 3.03 1.15 -0.23
H -2.72 0.65 -0.07
H 4.14 -0.38 -0.27
H 1.58 0.47 1.33
H -0.56 -1.46 1.04
H -1.55 0.41 1.13

E_LUMO, eV: -5.84
Net charge: +1
HOMO, eV: -14.3
Gap between HOMO and LUMO, eV: 8.5

---

The most stable of them is B.

---

A:
C3H7NOS | ωB97M-V/def2-TZVPD

Atoms and positions in Å:
S -1.88 -0.74 0.57
O 0.74 1.78 1.68
N -0.81 0.47 0.72
C 0.62 0.34 -0.85
C -0.30 1.19 1.71
C 0.80 -1.12 -1.09
H -0.89 1.05 2.61
H -2.75 -0.26 -0.20
H 1.87 -1.06 -1.49
H 1.49 0.75 -0.22
H 0.23 -1.56 -1.83
H 0.14 0.94 -1.50
H 0.73 -1.79 -0.13

E_LUMO (spin up / spin down), eV: 0.37 / -2.60
HOMO (spin up / spin down), eV: -5.9 / -10.0
Expectation value of S²: 2.009
2S+1: 3
Gap between HOMO and LUMO (spin up / spin down), eV: 6.3 / 7.4

---

B:
C3H7NOS | ωB97M-V/def2-TZVPD

Atoms and positions in Å:
S 0.48 -0.82 -1.23
O 2.10 -0.29 -0.38
N 0.16 0.37 -2.18
C -0.20 0.03 1.41
C -1.03 0.84 0.47
C -0.68 -0.54 0.13
H -0.62 1.62 -0.20
H -2.05 0.87 0.75
H 2.23 -0.97 0.27
H -0.66 -0.05 2.38
H 0.74 0.23 -3.09
H 0.88 0.12 1.51
H -1.35 -1.40 0.17

E_LUMO (spin up / spin down), eV: 0.81 / -2.25
HOMO (spin up / spin down), eV: -5.7 / -10.2
Expectation value of S²: 2.009
2S+1: 3
Gap between HOMO and LUMO (spin up / spin down), eV: 6.6 / 7.9

---

The most stable of them is A.

---

A:
C2H5N2 | ωB97M-V/def2-TZVPD

Atoms and positions in Å:
N -1.84 0.82 -0.49
N -1.09 0.69 0.31
C 0.50 -0.95 0.35
C 1.12 0.23 0.08
H 0.33 -1.07 1.46
H 1.50 0.42 -0.86
H 1.42 0.94 0.83
H -2.45 0.73 -1.40
H 0.51 -1.81 -0.28

E_LUMO, eV: -6.08
Net charge: +1
HOMO, eV: -14.8
Gap between HOMO and LUMO, eV: 8.7

---

B:
C2H5N2 | ωB97M-V/def2-TZVPD

Atoms and positions in Å:
N 0.26 -1.14 0.55
N -0.87 0.50 -1.69
C 0.54 0.19 1.30
C -0.01 -0.02 0.00
H -0.08 -2.06 0.74
H -0.12 0.62 2.01
H -0.42 -0.03 -2.41
H 1.58 0.43 1.24
H -0.89 1.49 -1.73

E_LUMO (spin up / spin down), eV: -5.50 / -5.50
Net charge: +1
HOMO (spin up / spin down), eV: -15.9 / -15.9
Gap between HOMO and LUMO (spin up / spin down), eV: 10.4 / 10.4

---

The most stable of them is A.

---

A:
C4H10Se | ωB97M-V/def2-TZVPD

Atoms and positions in Å:
Se 1.97 0.52 0.23
C -0.64 1.40 1.21
C 0.04 -0.29 -2.35
C -0.04 -1.14 1.39
C 0.36 0.28 0.87
H -0.16 1.82 2.13
H -0.55 2.05 0.28
H -0.35 0.14 -1.42
H -0.05 -1.80 0.62
H 0.88 -1.41 1.90
H -0.46 -0.24 -3.18
H -1.71 1.16 1.33
H 0.36 -1.24 -2.67
H -0.84 -1.15 2.05
H 1.20 -0.08 -2.38

E_LUMO (spin up / spin down), eV: -0.20 / -0.20
HOMO (spin up / spin down), eV: -8.3 / -8.3
Structure (SMILES): CC(C)=[Se].C
Gap between HOMO and LUMO (spin up / spin down), eV: 8.1 / 8.1

---

B:
C4H10Se | ωB97M-V/def2-TZVPD

Atoms and positions in Å:
Se -2.64 0.81 0.18
C 1.18 0.38 0.89
C -2.07 2.45 -0.01
C 0.26 -1.60 -0.80
C 1.31 -0.60 -0.32
H -3.50 0.95 1.47
H 0.85 -2.52 -1.14
H 1.47 0.15 -1.09
H 0.77 1.40 0.68
H -0.44 -2.00 -0.07
H -1.54 2.60 -0.90
H 0.34 0.02 1.65
H -0.37 -1.19 -1.59
H 2.18 -1.30 -0.09
H 2.21 0.45 1.14

E_LUMO, eV: -0.34
HOMO, eV: -8.6
Gap between HOMO and LUMO, eV: 8.3

---

The most stable of them is A.

---

A:
C4H6I2 | ωB97M-V/def2-TZVPD

Atoms and positions in Å:
I 2.67 0.91 0.75
I -0.58 -2.72 -0.74
C -0.61 -0.65 -0.40
C -0.32 0.37 -1.50
C 1.29 -0.57 1.46
C -0.18 -0.29 1.08
H -0.88 -1.03 1.67
H -0.49 0.74 1.14
H 1.79 -1.55 1.38
H -0.38 -0.24 -2.34
H -1.07 1.05 -1.60
H 0.64 0.84 -1.23

E_LUMO (spin up / spin down), eV: -0.63 / -0.15
HOMO (spin up / spin down), eV: -8.0 / -8.4
Gap between HOMO and LUMO (spin up / spin down), eV: 7.3 / 8.3

---

B:
C4H6I2 | ωB97M-V/def2-TZVPD

Atoms and positions in Å:
I -3.47 -1.42 -0.41
I -2.14 1.96 0.62
C -0.67 -0.61 -0.01
C 0.65 -0.02 0.62
C -1.89 -0.05 -0.12
C 1.50 0.35 -0.54
H 0.86 1.10 -1.00
H 2.50 0.69 -0.09
H 1.81 -0.40 -1.30
H 0.91 -0.87 1.34
H -0.52 -1.63 -0.27
H 0.47 0.91 1.16

E_LUMO, eV: -0.30
HOMO, eV: -8.9
Structure (SMILES): CCC=C(I)I
Gap between HOMO and LUMO, eV: 8.6

---

The most stable of them is B.

---

A:
CH2N2O2S | ωB97M-V/def2-TZVPD

Atoms and positions in Å:
S 1.05 0.65 -0.23
O 0.41 0.83 1.46
O -0.32 0.61 -1.15
N 1.64 -2.13 0.14
N -1.50 0.47 -0.41
C 1.44 -1.03 -0.09
H -1.56 -0.44 -0.07
H -1.16 1.03 0.35

E_LUMO, eV: -1.12
HOMO, eV: -11.1
Gap between HOMO and LUMO, eV: 10.0

---

B:
CH2N2O2S | ωB97M-V/def2-TZVPD

Atoms and positions in Å:
S -2.24 -0.87 -0.20
O -0.87 -0.55 -1.19
O -1.68 -1.36 1.03
N -2.88 2.04 -0.07
N 0.37 -0.27 -0.53
C -2.66 0.92 0.08
H 0.55 0.53 0.12
H 0.54 -0.98 0.16

E_LUMO, eV: -0.28
HOMO, eV: -10.8
Gap between HOMO and LUMO, eV: 10.5

---

The most stable of them is B.